A molecular structure, C42H43F3GaN3O6SSbSi, computed with ωB97M-V/def2-TZVPD.

XYZ file:
```
101
Properties=species:S:1:pos:R:3:mulliken_charge:R:1
Ga -0.480 0.367 0.665 0.737
O 6.047 3.163 -0.019 -0.508
C 5.870 1.768 -0.135 -0.503
C 4.402 1.452 -0.080 0.211
C 3.964 0.140 -0.211 -1.490
C 2.612 -0.127 -0.141 -0.430
N 1.704 0.837 0.037 0.261
C 2.117 2.101 0.143 0.342
C 3.455 2.451 0.103 -0.530
C 1.017 3.091 0.284 0.139
C 1.210 4.444 0.092 -0.448
C 0.136 5.318 0.228 0.292
C 0.342 6.800 0.019 -0.769
O 1.155 7.068 -1.105 -0.495
C -1.097 4.785 0.561 -1.339
C -1.208 3.418 0.747 -0.359
N -0.185 2.577 0.598 0.189
H 6.979 3.375 -0.130 0.320
H 6.371 1.233 0.680 0.328
H 6.273 1.385 -1.079 0.368
H 4.664 -0.672 -0.365 0.591
H 2.233 -1.136 -0.242 0.734
H 3.782 3.473 0.212 0.599
H 2.174 4.835 -0.199 0.599
H 0.879 7.204 0.879 0.286
H -0.623 7.310 -0.033 0.375
H 0.638 6.938 -1.908 0.319
H -1.968 5.414 0.687 0.488
H -2.157 2.988 1.033 0.538
C 0.566 1.650 4.072 -0.496
S -1.126 1.572 3.452 0.292
C -1.905 0.628 4.774 -0.906
H 0.985 0.651 4.178 -0.103
H 0.594 2.172 5.027 0.494
H 1.156 2.212 3.348 0.111
H -1.986 1.237 5.672 0.450
H -1.333 -0.274 4.988 0.095
H -2.902 0.348 4.443 0.348
C -6.074 0.350 0.650 -1.111
Si -4.529 -0.492 0.117 0.295
C -3.729 -1.369 1.540 -0.393
C -4.707 -1.543 -1.386 -1.042
H -6.789 -0.407 0.981 0.396
H -6.544 0.943 -0.135 0.357
H -5.861 1.016 1.487 0.310
H -4.474 -1.864 2.166 0.629
H -3.194 -0.643 2.157 -0.159
H -3.012 -2.124 1.201 -0.097
H -5.495 -2.292 -1.283 0.452
H -3.767 -2.066 -1.574 0.195
H -4.940 -0.929 -2.258 0.324
F 1.572 -9.515 -0.025 -0.322
C 1.168 -8.234 0.033 0.349
C 1.391 -7.518 1.189 -0.694
C 0.974 -6.193 1.239 -0.075
C 0.347 -5.599 0.146 -0.104
C 0.128 -6.364 -1.001 -0.482
C 0.542 -7.686 -1.070 -0.604
Sb -0.404 -3.605 0.186 1.147
C 0.821 -2.907 -1.418 -0.837
C 0.334 -1.870 -2.217 0.171
C 1.080 -1.360 -3.273 -0.844
C 2.322 -1.911 -3.520 0.478
F 3.053 -1.428 -4.538 -0.360
C 2.831 -2.955 -2.772 -1.007
C 2.068 -3.454 -1.725 0.090
C 0.787 -2.925 1.825 -0.042
C 2.181 -2.989 1.857 -0.066
C 2.897 -2.548 2.960 -0.699
C 2.195 -2.053 4.043 0.227
F 2.879 -1.623 5.119 -0.377
C 0.816 -1.991 4.065 -0.698
C 0.119 -2.422 2.942 -0.503
H 1.880 -7.993 2.028 0.450
H 1.149 -5.626 2.145 0.363
H -0.363 -5.930 -1.866 0.357
H 0.384 -8.290 -1.953 0.443
H -0.653 -1.460 -2.027 0.435
H 0.712 -0.568 -3.910 0.484
H 3.798 -3.370 -3.023 0.502
H 2.451 -4.288 -1.148 0.475
H 2.725 -3.394 1.011 0.301
H 3.977 -2.595 3.000 0.513
H 0.311 -1.627 4.949 0.657
H -0.966 -2.372 2.950 0.332
O -4.332 2.672 -0.193 -0.593
C -3.636 1.907 -0.805 -0.192
O -3.329 0.675 -0.365 -0.107
C -2.953 2.296 -2.078 -0.075
C -1.796 1.657 -2.509 1.148
C -1.136 2.103 -3.641 -0.648
C -1.678 3.164 -4.337 -0.113
C -2.841 3.801 -3.952 -0.819
C -3.476 3.363 -2.801 -0.489
N -0.965 3.649 -5.544 1.045
O 0.011 3.026 -5.896 -0.606
O -1.393 4.645 -6.077 -0.608
H -1.399 0.813 -1.958 0.062
H -0.224 1.645 -3.995 0.574
H -3.225 4.621 -4.540 0.543
H -4.374 3.851 -2.448 0.536
```

Summary:
ΔE to the lowest compared entry with this formula, charge and spin ... 25.7 kJ/mol
Orbital gap ... 7.280 eV
Total charge ... +1
HOMO level ... -0.38835 hartree